Molecular formula: C2H7N3S
Method: DFT, ωB97M-V/def2-TZVPD

```
13
Properties=species:S:1:pos:R:3:forces:R:3
C 2.53815 0.89567 0.17377 -0.6 0.2 1.7
C -1.00131 -0.78446 0.12911 1.7 0.7 -0.1
H 2.40822 1.65631 -0.59577 0.3 -0.2 0.0
H 2.28268 1.35151 1.18595 0.1 -0.6 -1.3
H 3.56946 0.52506 0.28961 -0.4 0.2 -0.5
H -0.83097 -1.84460 0.24039 -0.2 -0.4 0.1
H -3.05983 -0.95290 0.15945 0.2 -0.1 -0.2
H -1.69025 1.26508 -0.73845 0.4 0.3 -0.1
H -2.55358 1.54309 0.64376 0.3 0.1 -0.4
N -0.03565 0.05573 -0.06984 -1.0 -0.2 0.2
N -2.26280 -0.34050 0.19586 -0.6 0.4 0.0
N -2.49725 0.98629 -0.20913 -1.2 -0.2 0.7
S 1.51394 -0.57009 -0.15128 1.0 -0.2 0.0
```
Positions in Å, forces in eV/Å.

**Energy relative to the best compared isomer or geometry (same formula, charge and spin)**: 1.4021 eV
**Maximum force**: 1.84 eV Å⁻¹
**E**: -642.8011 a.u.
**SMILES string**: CS/N=C/NN
**Multiplicity**: 1